[1]
DFT (wB97M-V/def2-TZVPD) results for 2 unconnected molecules or ions with the total composition C7H14N4O in a non-equilibrium geometry.

```
26
Properties=species:S:1:pos:R:3
C 1.239 2.332 2.078
C 0.048 2.179 1.452
C 1.847 0.152 1.170
C -0.130 -0.678 -2.370
C 2.240 1.214 2.141
C -0.317 0.842 1.069
C -2.059 -0.885 1.213
N 0.630 -0.058 0.709
N 0.429 -1.690 -1.733
N -0.436 -0.823 -3.650
N -1.605 0.504 1.100
O 0.260 -1.898 -4.198
H 1.393 3.165 2.562
H -0.760 3.009 1.665
H 2.560 -0.488 0.863
H 3.142 1.614 1.802
H 2.563 0.743 3.108
H -1.955 -1.351 0.243
H -1.655 -1.320 2.080
H -3.103 -0.813 1.415
H 0.312 -1.650 -0.689
H 0.887 -2.515 -2.114
H -0.872 -0.031 -4.234
H -2.240 1.162 1.557
H -0.662 -0.048 -1.760
H -0.115 -2.107 -5.086
```

Results
Total charge: +2
Total energy, a.u.: -568.68930

---

[2]
DFT (wB97M-V/def2-TZVPD) results for a molecular structure, C38H43ClN3O2PTl in a non-equilibrium geometry.

```
89
Properties=species:S:1:pos:R:3
Tl -1.110 -0.180 -0.365
Cl -2.470 0.307 1.740
N -0.848 -2.221 1.091
N -1.777 2.144 -0.799
C -1.145 -3.321 0.445
C -2.760 2.293 -1.624
C -0.355 -2.587 2.430
C 0.021 -4.052 2.216
C -1.475 -2.453 3.447
C 0.796 -1.680 2.806
H -2.257 -3.198 3.252
H -1.907 -1.448 3.379
H -1.057 -2.628 4.454
H 1.561 -1.694 2.024
H 1.241 -2.027 3.753
H 0.441 -0.648 2.923
C -1.452 3.440 -0.170
C -2.488 4.363 -0.806
C -0.013 3.785 -0.516
C -1.605 3.371 1.332
H -2.612 3.026 1.592
H -1.440 4.377 1.743
H -0.881 2.674 1.766
H 0.074 4.003 -1.586
H 0.624 2.920 -0.284
H 0.315 4.654 0.070
O -3.284 3.502 -1.694
H -2.048 5.163 -1.409
H -3.195 4.794 -0.073
O -0.742 -4.450 1.010
H -0.271 -4.734 3.032
H 1.091 -4.168 1.990
C -1.870 -3.326 -0.864
C -3.282 1.179 -2.485
C -3.619 -0.025 -1.670
H -2.485 0.920 -3.189
H -4.164 1.572 -3.041
C -2.602 -0.968 -1.379
C -2.927 -2.257 -0.888
H -0.785 -0.613 -1.949
C -4.177 -2.440 -0.344
C -5.106 -1.416 -0.423
C -4.516 -3.716 0.411
C -4.865 -0.222 -1.104
H -6.090 -1.548 0.059
C -5.912 0.864 -1.163
H -6.836 0.520 -0.719
H -6.125 1.179 -2.183
H -5.584 1.746 -0.603
H -4.265 -4.607 -0.155
H -5.571 -3.742 0.638
H -3.977 -3.755 1.363
H -2.292 -4.336 -1.014
H -1.127 -3.117 -1.653
N 0.813 0.527 0.154
P 2.341 0.382 -0.324
C 3.132 0.570 1.294
C 4.086 -0.354 1.757
C 4.544 -0.239 3.069
C 4.055 0.761 3.903
C 3.079 1.669 3.450
C 2.610 1.552 2.136
C 3.006 -1.099 -1.135
C 4.227 -1.040 -1.828
C 4.753 -2.187 -2.423
C 4.056 -3.392 -2.340
C 2.834 -3.462 -1.656
C 2.312 -2.310 -1.056
C 2.888 1.768 -1.363
C 2.357 1.861 -2.679
C 2.713 2.952 -3.463
C 3.564 3.927 -2.990
C 4.097 3.841 -1.677
C 3.744 2.740 -0.883
H 4.447 -1.142 1.086
H 5.293 -0.951 3.431
H 4.424 0.850 4.929
H 2.692 2.449 4.091
H 1.810 2.225 1.778
H 4.763 -0.082 -1.902
H 5.707 -2.131 -2.950
H 4.466 -4.291 -2.812
H 2.291 -4.399 -1.588
H 1.349 -2.347 -0.513
H 1.686 1.084 -3.047
H 2.302 3.024 -4.488
H 3.846 4.783 -3.608
H 4.759 4.594 -1.297
H 4.159 2.652 0.136
```

Results
Total charge: -1
Total energy, a.u.: -2762.45233

---

[3]
DFT (wB97M-V/def2-TZVPD) results for 10 unconnected molecules or ions with the total composition C25H75N15O10 in a non-equilibrium geometry.

```
125
Properties=species:S:1:pos:R:3
C 1.933 4.361 1.446
O 0.614 4.542 0.883
C 0.690 4.486 -0.551
C -0.730 4.910 -1.082
C -1.978 4.161 -0.605
N -0.927 4.924 -2.528
H 1.856 4.634 2.497
H 2.762 4.872 0.959
H 2.101 3.281 1.428
H 1.366 5.217 -0.995
H 0.904 3.457 -0.844
H -0.847 5.909 -0.645
H -2.906 4.634 -0.926
H -2.055 4.001 0.473
H -1.975 3.141 -1.002
H -0.291 5.599 -2.943
H -1.839 5.255 -2.810
C 1.661 -1.380 2.259
O 2.444 -1.453 3.409
C 3.152 -2.694 3.578
C 3.432 -3.144 5.025
C 4.499 -2.362 5.809
N 3.680 -4.563 5.192
H 1.022 -2.248 2.059
H 2.307 -1.233 1.387
H 0.972 -0.546 2.392
H 2.518 -3.444 3.092
H 4.010 -2.568 2.912
H 2.490 -3.137 5.585
H 5.432 -2.752 5.394
H 4.437 -2.597 6.871
H 4.433 -1.278 5.728
H 4.671 -4.672 4.976
H 3.259 -5.212 4.539
C -3.838 0.854 1.051
O -5.170 1.135 0.562
C -5.585 2.465 0.726
C -7.061 2.562 0.399
C -7.726 3.905 0.661
N -7.895 1.574 1.092
H -3.427 -0.018 0.552
H -3.791 0.805 2.139
H -3.273 1.720 0.694
H -5.412 2.765 1.767
H -5.018 3.104 0.040
H -7.169 2.398 -0.678
H -7.231 4.705 0.107
H -7.546 4.066 1.729
H -8.795 3.985 0.481
H -7.984 1.821 2.075
H -7.372 0.707 1.187
C 6.103 -1.188 2.291
O 5.422 -0.378 1.330
C 6.010 -0.527 0.076
C 5.246 0.203 -1.028
C 5.132 1.700 -0.915
N 3.863 -0.337 -1.232
H 7.178 -0.992 2.370
H 6.019 -2.262 2.125
H 5.769 -0.827 3.263
H 7.045 -0.168 0.078
H 5.953 -1.571 -0.257
H 5.709 0.016 -2.002
H 4.554 2.108 -1.743
H 6.134 2.126 -0.822
H 4.621 1.996 0.005
H 3.708 -0.172 -2.219
H 3.661 -1.325 -1.139
C -3.650 -2.286 -1.588
O -2.726 -2.090 -2.639
C -3.251 -1.332 -3.740
C -2.325 -1.230 -4.972
C -1.015 -0.460 -4.779
N -2.992 -0.746 -6.153
H -3.153 -2.766 -0.746
H -4.537 -2.831 -1.915
H -3.871 -1.274 -1.231
H -4.148 -1.909 -3.971
H -3.432 -0.294 -3.441
H -2.105 -2.259 -5.271
H -0.450 -0.763 -3.896
H -1.133 0.624 -4.801
H -0.330 -0.745 -5.580
H -2.834 0.210 -6.443
H -2.613 -1.278 -6.925
N 1.194 0.890 -0.211
C 0.603 0.355 -1.303
N -0.664 0.000 -1.074
O 1.213 0.021 -2.321
H 2.199 0.866 -0.135
H 0.560 1.289 0.464
H -1.296 -0.510 -1.670
H -1.049 0.332 -0.200
N -1.541 1.325 3.999
C -1.077 1.707 2.823
N -0.730 3.023 2.822
O -0.832 0.937 1.888
H -1.831 1.891 4.772
H -1.574 0.308 4.043
H -0.957 3.536 3.653
H -0.284 3.494 2.040
N -1.506 -2.170 1.760
C -1.595 -2.466 3.079
N -1.541 -3.764 3.333
O -1.709 -1.542 3.896
H -1.523 -1.171 1.616
H -1.096 -2.801 1.076
H -1.565 -4.091 4.284
H -1.210 -4.370 2.602
N 2.681 -2.181 -4.049
C 2.699 -1.438 -5.200
N 2.281 -0.173 -4.974
O 2.987 -2.007 -6.246
H 3.024 -3.124 -4.041
H 2.335 -1.796 -3.182
H 1.971 -0.023 -4.027
H 2.090 0.403 -5.774
N 0.093 -3.340 -2.261
C 0.017 -4.144 -1.179
N 0.631 -5.314 -1.436
O -0.766 -4.019 -0.228
H -0.468 -2.504 -2.183
H 0.639 -3.532 -3.080
H 0.611 -5.905 -0.619
H 0.617 -5.617 -2.391
```

Results
Structure (SMILES): COC[C@H](C)N.COC[C@H](C)N.COC[C@H](C)N.COC[C@H](C)N.COC[C@H](C)N.NC(N)=O.NC(N)=O.NC(N)=O.NC(N)=O.NC(N)=O
Total energy, a.u.: -2571.33307

---

[4]
DFT (wB97M-V/def2-TZVPD) results for a molecular structure, C14H16Cl2MoN4O2SSi in a non-equilibrium geometry.

```
41
Properties=species:S:1:pos:R:3
Mo 0.159 -0.170 -0.041
O 1.561 0.339 -1.042
O 2.510 1.103 -1.368
N -1.464 -0.632 -1.113
C -2.490 -0.801 -1.644
C -3.674 -1.008 -2.260
C -3.687 -1.318 -3.645
N -3.697 -1.562 -4.771
C -4.872 -0.881 -1.508
N -5.837 -0.786 -0.888
C 2.471 -3.009 2.731
Si 2.483 -2.136 1.096
C 3.273 -3.132 -0.256
C 3.358 -0.508 1.297
N 0.745 -1.836 0.679
C -0.216 -2.795 1.126
C -1.250 -2.428 1.979
C -2.187 -3.370 2.379
C -2.095 -4.682 1.936
C -1.060 -5.046 1.086
C -0.125 -4.109 0.676
H 3.505 -3.146 3.062
H 1.990 -3.984 2.702
H 1.963 -2.397 3.480
H 4.359 -3.020 -0.197
H 2.959 -2.767 -1.237
H 3.045 -4.195 -0.192
H 4.254 -0.705 1.893
H 2.759 0.222 1.843
H 3.678 -0.062 0.358
H -1.313 -1.412 2.341
H -2.991 -3.073 3.041
H -2.827 -5.415 2.247
H -0.983 -6.064 0.728
H 0.666 -4.388 -0.008
Cl -0.437 2.962 -1.744
C -1.505 3.050 -3.156
Cl -1.611 1.518 -4.027
H -1.102 3.796 -3.830
H -2.498 3.312 -2.810
S -0.347 1.112 1.523
```

Results
Total energy, a.u.: -2588.74427

---

[5]
DFT (wB97M-V/def2-TZVPD) results for 2 unconnected molecules or ions with the total composition C13H36N2O2Si2.

```
55
Properties=species:S:1:pos:R:3
C -4.542 -1.664 -0.349
C -4.014 -0.279 0.050
C -2.768 0.207 -0.724
C -1.535 0.459 0.165
C -1.755 1.640 1.140
Si -1.013 -1.117 1.030
O 0.586 -1.399 0.744
Si 1.538 -2.695 1.115
C 0.744 -4.342 0.763
C 0.676 -4.808 -0.707
C 0.512 -3.707 -1.762
C 0.094 -4.253 -3.115
N -1.290 -4.746 -3.106
H -5.462 -1.602 -0.933
H -4.759 -2.287 0.521
H -3.815 -2.208 -0.958
H -3.787 -0.262 1.123
H -4.820 0.447 -0.077
H -2.990 1.137 -1.257
H -2.523 -0.529 -1.497
H -0.705 0.726 -0.498
H -1.010 2.420 0.975
H -1.695 1.352 2.192
H -2.740 2.089 0.984
H -1.800 -2.279 0.546
H -1.242 -1.020 2.498
H 2.792 -2.558 0.343
H 1.863 -2.628 2.560
H 1.356 -5.048 1.340
H -0.248 -4.388 1.227
H -0.151 -5.515 -0.819
H 1.582 -5.370 -0.951
H 1.446 -3.145 -1.866
H -0.242 -2.990 -1.427
H 0.247 -3.489 -3.884
H 0.753 -5.093 -3.370
H -1.783 -4.384 -2.298
H -1.803 -4.443 -3.923
C 1.963 2.907 1.946
O 1.600 3.384 0.666
C 1.493 4.789 0.539
C 2.809 5.499 0.208
C 3.781 5.578 1.379
N 3.498 4.922 -0.946
H 1.523 3.526 2.735
H 3.045 2.871 2.091
H 1.570 1.894 2.032
H 0.796 4.955 -0.286
H 1.049 5.214 1.449
H 2.530 6.522 -0.066
H 4.262 4.614 1.554
H 4.567 6.298 1.160
H 3.276 5.880 2.298
H 2.915 4.992 -1.773
H 3.627 3.927 -0.783
```

Results
Structure (SMILES): CCC[C@@H](C)[SiH2]O[SiH2]CCCCN.COC[C@@H](C)N
Total energy, a.u.: -1355.93279

---

[6]
DFT (wB97M-V/def2-TZVPD) results for a molecular structure, C32H27CrN9O9S in a non-equilibrium geometry.

```
79
Properties=species:S:1:pos:R:3
Cr 0.431 0.368 -0.888
O 0.676 6.862 2.972
N 1.215 5.787 2.928
O 2.142 5.426 3.623
C 0.692 4.795 1.956
C -0.605 4.895 1.632
C -1.201 3.931 0.749
C -2.531 4.000 0.286
C -2.978 3.057 -0.597
C -2.122 2.011 -0.974
N -0.896 1.905 -0.502
C -0.426 2.879 0.305
C 0.978 2.821 0.609
N 1.673 1.834 -0.026
C 2.988 1.825 0.091
C 3.672 2.767 0.868
C 2.977 3.732 1.539
C 1.571 3.785 1.412
H -1.195 5.704 2.043
H -3.176 4.806 0.614
H -3.979 3.092 -1.004
H -2.449 1.249 -1.668
H 3.520 1.053 -0.443
H 4.749 2.718 0.925
H 3.496 4.459 2.145
O -1.317 1.208 -4.362
C -0.795 0.496 -3.538
O 0.156 0.917 -2.719
C -1.120 -0.973 -3.464
C -1.610 -1.595 -4.599
C -1.779 -2.964 -4.581
C -1.415 -3.727 -3.494
C -0.924 -3.083 -2.374
C -0.856 -1.706 -2.308
O -0.618 -1.078 -1.153
N -0.406 -3.928 -1.266
O -0.561 -5.122 -1.358
O 0.292 -3.372 -0.439
N -2.328 -3.641 -5.776
O -2.492 -2.963 -6.764
O -2.565 -4.822 -5.682
H -1.845 -1.012 -5.478
H -1.499 -4.803 -3.511
N 2.218 -0.545 -3.605
C 2.635 -1.059 -2.454
N 2.112 -0.732 -1.283
C 2.802 -1.376 -0.233
C 2.563 -1.198 1.121
C 3.331 -1.904 2.031
C 4.332 -2.775 1.603
C 4.586 -2.945 0.251
C 3.813 -2.230 -0.651
S 3.923 -2.215 -2.394
H 1.487 0.164 -3.578
H 2.664 -0.785 -4.473
H 1.787 -0.525 1.466
H 3.151 -1.781 3.092
H 4.919 -3.319 2.329
H 5.365 -3.617 -0.085
C -2.554 -0.520 1.123
C -3.497 -1.032 2.243
N -2.734 -1.287 3.462
C -1.699 -2.276 3.157
C -0.712 -1.706 2.109
N -1.176 -0.377 1.635
C -1.200 0.538 2.790
C -2.109 -0.042 3.909
H -2.892 0.458 0.776
H -2.526 -1.197 0.269
H -3.992 -1.957 1.946
H -4.272 -0.298 2.469
H -2.188 -3.178 2.787
H -1.182 -2.537 4.081
H -0.593 -2.361 1.240
H 0.270 -1.573 2.560
H -1.567 1.510 2.447
H -0.174 0.672 3.142
H -2.898 0.663 4.174
H -1.533 -0.249 4.812
```

Results
Multiplicity: 2
Expectation value of S²: 0.758
Total charge: +1
Total energy, a.u.: -3847.86248

---

[7]
DFT (wB97M-V/def2-TZVPD) results for a single C2H3NS molecule in a non-equilibrium geometry.

```
7
Properties=species:S:1:pos:R:3
S 2.471 -0.322 0.232
C 0.933 0.032 0.160
C -0.654 -0.419 -0.404
N -0.146 0.744 0.321
H -0.908 -0.257 -1.435
H -1.165 -1.186 0.151
H -0.531 1.408 0.975
```

Results
Structure (SMILES): S=C1CN1
Total energy, a.u.: -530.85947

---

[8]
DFT (wB97M-V/def2-TZVPD) results for a molecular structure, C15H35FInO2 in a non-equilibrium geometry.

```
54
Properties=species:S:1:pos:R:3
C -2.853 -5.838 -3.180
C -3.032 -4.653 -4.202
C -4.174 -3.656 -3.779
C -3.639 -2.180 -3.788
C -2.526 -1.966 -2.707
C -3.032 -1.241 -1.420
C -3.030 0.309 -1.560
C -1.626 0.942 -1.258
C -1.205 0.731 0.235
C -0.578 1.991 0.902
C 0.874 2.307 0.386
C 1.648 3.098 1.484
C 3.216 2.997 1.339
C 3.831 4.190 2.146
C 5.214 3.888 2.812
In 5.321 1.968 3.964
O 3.601 0.793 3.865
F 6.954 0.882 3.260
H -3.209 -6.791 -3.613
H -1.782 -5.932 -2.917
H -3.407 -5.583 -2.256
H -3.211 -5.099 -5.198
H -2.089 -4.075 -4.282
H -4.970 -3.744 -4.551
H -4.615 -3.910 -2.798
H -4.458 -1.443 -3.711
H -3.164 -2.031 -4.782
H -1.726 -1.339 -3.159
H -2.031 -2.926 -2.451
H -2.319 -1.502 -0.609
H -4.014 -1.640 -1.088
H -3.323 0.601 -2.589
H -3.729 0.756 -0.822
H -1.664 2.029 -1.484
H -0.848 0.521 -1.933
H -0.556 -0.165 0.326
H -2.134 0.484 0.802
H -1.253 2.868 0.850
H -0.467 1.747 1.983
H 1.393 1.405 0.018
H 0.746 3.005 -0.472
H 1.410 2.783 2.517
H 1.421 4.180 1.361
H 3.428 3.181 0.260
H 3.599 2.002 1.626
H 3.105 4.551 2.899
H 3.977 5.027 1.418
H 6.047 3.946 2.083
H 5.395 4.709 3.547
H 5.691 2.343 5.701
H 3.703 0.160 4.577
O 3.670 -1.395 6.565
H 3.258 -1.120 7.389
H 3.164 -2.164 6.291
```

Results
Total charge: -1
Total energy, a.u.: -1033.02211

---

What did the fourth record say?
DFT (wB97M-V/def2-TZVPD) results for a molecular structure, C14H16Cl2MoN4O2SSi in a non-equilibrium geometry.

```
41
Properties=species:S:1:pos:R:3
Mo 0.159 -0.170 -0.041
O 1.561 0.339 -1.042
O 2.510 1.103 -1.368
N -1.464 -0.632 -1.113
C -2.490 -0.801 -1.644
C -3.674 -1.008 -2.260
C -3.687 -1.318 -3.645
N -3.697 -1.562 -4.771
C -4.872 -0.881 -1.508
N -5.837 -0.786 -0.888
C 2.471 -3.009 2.731
Si 2.483 -2.136 1.096
C 3.273 -3.132 -0.256
C 3.358 -0.508 1.297
N 0.745 -1.836 0.679
C -0.216 -2.795 1.126
C -1.250 -2.428 1.979
C -2.187 -3.370 2.379
C -2.095 -4.682 1.936
C -1.060 -5.046 1.086
C -0.125 -4.109 0.676
H 3.505 -3.146 3.062
H 1.990 -3.984 2.702
H 1.963 -2.397 3.480
H 4.359 -3.020 -0.197
H 2.959 -2.767 -1.237
H 3.045 -4.195 -0.192
H 4.254 -0.705 1.893
H 2.759 0.222 1.843
H 3.678 -0.062 0.358
H -1.313 -1.412 2.341
H -2.991 -3.073 3.041
H -2.827 -5.415 2.247
H -0.983 -6.064 0.728
H 0.666 -4.388 -0.008
Cl -0.437 2.962 -1.744
C -1.505 3.050 -3.156
Cl -1.611 1.518 -4.027
H -1.102 3.796 -3.830
H -2.498 3.312 -2.810
S -0.347 1.112 1.523
```

Results
Total energy, a.u.: -2588.74427

---

- Which formula does entry 8 have?
  C15H35FInO2

---

- What is the total energy in the eighth record?
  -1033.02211 a.u.